Arrangement 1

This record from the OMol25 dataset describes 2 unconnected molecules or ions with the total composition CH3BrO2P. The level of theory is ωB97M-V/def2-TZVPD.

Each line ends with the Mulliken charge.
Cartesian coordinates (Å):
C  -0.41616  0.43396  0.28998  -0.687
O  0.75097  -0.41953  0.58114  -0.573
O  -2.95165  2.11578  0.64079  -0.469
P  -2.69594  1.19230  -0.44975  0.323
Br  -3.73675  -0.81054  0.00760  -0.387
H  1.04079  -0.63132  1.48945  0.263
H  -0.02482  1.03654  -0.50835  0.252
H  -0.47372  1.15426  1.08535  0.278

Computed properties:
Total charge: -1
Lowest unoccupied orbital energy (spin up / spin down) in eV: 3.7784 / 3.7784

Arrangement 2

This record from the OMol25 dataset describes a gas-phase ion, CH3BrO2P (charge -1). The level of theory is ωB97M-V/def2-TZVPD.

Each line ends with the Mulliken charge.
Cartesian coordinates (Å):
C  -0.21731  0.36554  -0.85017  -0.924
O  0.15721  -2.05288  0.58122  -0.633
O  -0.97860  0.03749  1.84618  -0.726
P  0.03303  -0.61284  0.71517  0.827
Br  2.13144  0.19305  1.14374  -0.406
H  0.55529  0.38969  -1.71137  0.284
H  -1.25205  0.20517  -1.19033  0.306
H  -0.42901  1.47477  -0.53444  0.272

Computed properties:
Total charge: -1
SMILES string: C[P@](=O)([O-])Br
Lowest unoccupied orbital energy in eV: 3.6230

Name the most stable of them. arrangement 2.

Arrangement 1

This record from the OMol25 dataset describes C3H4N2S2 in the gas phase. The level of theory is ωB97M-V/def2-TZVPD.

Each line ends with the Mulliken charge.
Cartesian coordinates (Å):
C  -0.47463  1.11071  -0.30217  0.093
C  -1.60528  0.23531  0.00969  0.084
C  1.24043  -0.25436  0.46949  -0.421
N  0.76386  1.08116  0.03498  -0.442
N  0.74836  -1.29343  -0.35966  -0.329
S  -3.08317  0.58190  0.52398  -0.167
S  -0.89801  -1.76672  -0.19236  -0.027
H  -1.02404  1.95570  -0.79139  0.307
H  2.37162  -0.20110  0.37896  0.269
H  0.93719  -0.34904  1.56627  0.333
H  1.02365  -1.10014  -1.33779  0.299

Computed properties:
SMILES string: S=C1C=NCNS1
Lowest unoccupied orbital energy in eV: -1.2406

Arrangement 2

This record from the OMol25 dataset describes C3H4N2S2 in the gas phase. The level of theory is ωB97M-V/def2-TZVPD.

Each line ends with the Mulliken charge.
Cartesian coordinates (Å):
C  0.67219  1.01293  0.26595  -0.740
C  -0.08738  -2.07265  0.03354  0.005
C  -0.72375  1.35740  -0.17056  0.249
H  0.60690  0.85138  1.37061  0.333
H  1.26990  1.97609  0.05936  0.272
H  -0.42162  -3.10622  0.13687  0.335
H  -0.82751  2.42115  -0.24653  0.356
N  1.16356  -1.79488  0.00284  -0.411
N  -1.63210  0.62101  -0.46682  -0.426
S  1.60935  -0.22258  -0.63576  0.032
S  -1.62955  -1.04363  -0.34950  -0.007

Computed properties:
SMILES string: C1=NSC=NSC1
Lowest unoccupied orbital energy in eV: 0.4161

Arrangement 3

This record from the OMol25 dataset describes 2 unconnected molecules or ions with the total composition C3H4N2S2. The level of theory is ωB97M-V/def2-TZVPD.

Each line ends with the Mulliken charge.
Cartesian coordinates (Å):
C  -0.77079  0.91938  -0.20094  -0.416
C  -1.81480  -0.00616  -0.36228  -0.321
C  0.32236  0.16932  -0.52304  0.148
N  -1.36430  -1.18928  -0.74923  -0.763
N  -0.03941  -1.06685  -0.84985  0.312
S  3.65702  -0.72342  0.27415  -0.136
S  2.87271  0.84903  -0.64990  -0.034
H  -0.81129  1.94367  0.09936  0.352
H  -2.86355  0.15026  -0.21523  0.434
H  0.53892  -1.84417  -1.12931  0.236
H  3.53508  -0.34264  1.56608  0.188

Computed properties:
Lowest unoccupied orbital energy (spin up / spin down) in eV: -1.6590 / -1.5579

Name the most stable of them. arrangement 2.

Arrangement 1

This record from the OMol25 dataset describes 2 unconnected molecules or ions with the total composition C8H13N6. The level of theory is ωB97M-V/def2-TZVPD.

Each line ends with the Mulliken charge.
Cartesian coordinates (Å):
C  2.49984  -0.82011  -0.62536  -0.231
C  -1.80506  2.20990  -0.52681  -0.500
C  3.50886  -0.02719  -1.14662  -0.628
C  -2.65256  1.17573  -0.11128  -0.274
C  1.57784  0.05349  -0.07175  -0.015
C  -0.86267  1.58602  -1.32726  -0.487
C  0.08342  -1.67468  1.01790  -1.380
C  0.41342  -0.28694  0.69753  0.991
N  3.21897  1.27048  -1.02115  -0.941
N  -2.26774  0.04342  -0.60534  -0.694
N  2.06905  1.35198  -0.41782  0.377
N  -1.14427  0.29923  -1.35079  0.268
N  -0.21926  0.62325  1.40468  -0.128
N  -0.17193  -2.42412  -0.15275  -0.492
H  2.38356  -1.90956  -0.71179  0.441
H  -1.95486  3.30790  -0.23495  0.332
H  4.41642  -0.37814  -1.62158  0.461
H  -3.52102  1.25037  0.47150  0.543
H  -0.55417  -1.67740  1.77850  0.649
H  1.13622  -1.97309  1.51966  0.436
H  1.69180  2.33584  -0.22121  0.349
H  -0.75789  -0.51594  -1.97093  0.341
H  0.08456  1.52889  1.42479  0.232
H  -0.95948  0.34572  2.00277  0.277
H  -0.07145  -3.39922  0.05021  0.257
H  -1.15095  -2.36426  -0.35976  0.261
H  0.04054  2.11331  -1.62237  0.557

Computed properties:
Total charge: +1
Lowest unoccupied orbital energy in eV: -4.6381

Arrangement 2

This record from the OMol25 dataset describes 2 unconnected molecules or ions with the total composition C8H13N6. The level of theory is ωB97M-V/def2-TZVPD.

Each line ends with the Mulliken charge.
Cartesian coordinates (Å):
C  1.16725  1.86232  -0.78309  -0.277
C  -0.10184  2.36661  -0.49866  -0.231
C  1.28938  1.45629  1.41137  -1.302
C  -0.05709  1.66109  1.62046  1.348
C  0.85768  -2.15622  -0.15380  -0.734
C  -0.12067  -1.83022  -1.01590  0.705
C  -0.92312  -0.78441  -0.44899  0.666
C  -0.34231  -2.34345  -2.35704  -1.627
N  1.87652  1.36026  0.19315  -0.435
N  -0.82046  2.14225  0.62124  -0.784
N  -0.53226  -0.50766  0.79141  -0.601
N  -1.89072  -0.13287  -1.07324  -0.319
N  -0.53698  1.63439  2.84601  -0.423
N  0.69555  -1.23160  1.03360  0.043
H  1.52045  1.78914  -1.77235  0.491
H  -0.59012  2.83178  -1.30622  0.455
H  1.84020  1.04837  2.22598  0.631
H  1.79717  -2.54682  -0.24573  0.471
H  0.21357  -1.60381  -3.03125  0.331
H  -1.34856  -2.40661  -2.67955  0.444
H  -0.00741  -3.29700  -2.48426  0.424
H  -2.07508  -0.42209  -2.00250  0.150
H  -2.28134  0.64660  -0.66280  0.297
H  -1.56995  1.68119  2.91292  0.261
H  -0.04711  1.20964  3.61196  0.218
H  0.53095  -1.82858  1.96263  0.419
H  1.45631  -0.59858  1.28463  0.375

Computed properties:
Total charge: +1
Lowest unoccupied orbital energy in eV: -3.8504

Name the most stable of them. arrangement 1.